A structure of composition C5H10BrF2P at a distorted geometry. Source: OMol25; level of theory: ωB97M-V with the def2-TZVPD basis set.

Geometry as XYZ:
```
19
Properties=species:S:1:pos:R:3:forces:R:3
C -0.122 -2.195 1.071 -0.06 0.97 -2.41
C 2.028 0.031 -0.587 -1.63 1.15 0.86
C -0.554 -0.972 0.198 -4.47 -0.74 2.50
C 0.950 1.165 -0.447 0.18 0.52 -2.12
C -1.936 1.784 -0.015 3.39 -1.14 2.26
F -1.699 1.846 -1.308 -0.46 0.08 -1.12
F -2.992 1.030 0.205 -1.03 0.06 -0.01
P -0.152 0.706 0.933 -2.29 0.72 -1.95
Br -2.117 3.610 0.655 -0.19 -0.37 -0.01
H -0.168 -1.997 2.094 0.00 0.17 1.64
H -0.643 -3.095 0.804 -0.71 -0.29 0.04
H 0.865 -2.387 0.724 1.28 -0.31 0.43
H 1.660 -0.679 -1.268 -0.10 -0.81 -1.25
H 2.929 0.469 -0.898 1.37 0.22 -0.42
H 2.134 -0.538 0.319 0.48 0.06 0.68
H -1.745 -1.057 0.057 2.36 0.50 0.64
H -0.253 -1.133 -0.772 1.03 0.06 -2.15
H 0.374 1.262 -1.488 1.20 -0.23 2.39
H 1.440 2.149 -0.276 -0.36 -0.62 0.00
```
Positions in Å, forces in eV/Å.

HOMO energy ... -9.254 eV
Multiplicity ... 1
Energy relative to the best compared isomer or geometry (same formula, charge and spin) ... 14.9 kcal per mole
LUMO ... 0.395 eV
Gap between HOMO and LUMO ... 9.6 eV